1.
{
  "formula": "C24H52FNO12S6",
  "method": "ωB97M-V/def2-TZVPD",
  "symbols": ["N", "H", "H", "H", "H", "F", "C", "C", "C", "S", "O", "O", "C", "H", "H", "H", "H", "H", "H", "H", "H", "C", "C", "C", "S", "O", "O", "C", "H", "H", "H", "H", "H", "H", "H", "H", "C", "C", "C", "S", "O", "O", "C", "H", "H", "H", "H", "H", "H", "H", "H", "C", "C", "C", "S", "O", "O", "C", "H", "H", "H", "H", "H", "H", "H", "H", "C", "C", "C", "S", "O", "O", "C", "H", "H", "H", "H", "H", "H", "H", "H", "C", "C", "C", "S", "O", "O", "C", "H", "H", "H", "H", "H", "H", "H", "H"],
  "positions_angstrom": [[18.51, 27.61, 7.68], [19.67, 27.67, 7.36], [18.24, 26.64, 7.71], [18.00, 28.30, 7.29], [18.48, 28.08, 8.54], [15.74, 27.22, 6.80], [18.91, 26.93, 3.52], [20.09, 26.01, 3.38], [21.10, 26.37, 4.52], [21.03, 28.18, 4.58], [22.02, 28.78, 3.71], [20.70, 28.82, 5.82], [19.58, 28.30, 3.56], [18.36, 26.51, 4.31], [18.40, 26.88, 2.65], [20.66, 26.15, 2.49], [19.79, 24.81, 3.58], [22.02, 25.82, 4.34], [20.68, 25.96, 5.59], [19.87, 28.70, 2.60], [18.75, 28.97, 3.93], [15.59, 22.90, 6.07], [16.44, 22.53, 4.75], [17.98, 22.55, 5.12], [18.04, 23.49, 6.66], [19.06, 24.49, 6.49], [18.10, 22.58, 7.72], [16.30, 24.04, 6.63], [15.66, 22.10, 6.79], [14.50, 23.00, 5.91], [16.14, 23.24, 3.94], [16.08, 21.57, 4.40], [18.48, 23.19, 4.36], [18.40, 21.42, 5.44], [16.21, 24.93, 6.08], [16.03, 24.31, 7.57], [13.84, 31.51, 6.07], [14.43, 32.82, 6.58], [15.98, 32.55, 6.89], [16.22, 30.91, 7.29], [16.58, 30.77, 8.67], [17.14, 30.31, 6.32], [14.53, 30.42, 6.96], [14.22, 31.26, 4.95], [12.75, 31.37, 6.26], [14.14, 33.21, 7.64], [14.33, 33.79, 5.86], [16.07, 33.05, 7.79], [16.61, 32.91, 6.26], [14.11, 30.31, 8.19], [14.80, 29.42, 6.45], [16.25, 23.04, 11.33], [15.13, 24.18, 11.28], [15.61, 25.42, 10.71], [17.32, 25.37, 11.21], [17.52, 26.47, 12.19], [18.19, 25.48, 10.03], [17.42, 23.83, 11.86], [16.18, 22.65, 10.29], [16.08, 22.08, 11.93], [14.85, 24.35, 12.29], [14.16, 24.05, 10.93], [15.25, 26.42, 10.93], [15.69, 25.36, 9.64], [17.28, 23.80, 12.79], [18.41, 23.50, 11.70], [21.76, 29.56, 13.40], [20.27, 30.03, 13.52], [19.51, 29.03, 12.64], [20.58, 28.21, 11.58], [20.18, 28.42, 10.12], [21.01, 26.94, 12.08], [21.92, 29.20, 11.97], [21.86, 28.49, 13.93], [22.13, 30.38, 13.63], [20.12, 30.99, 13.07], [19.65, 30.07, 14.58], [18.60, 29.48, 12.30], [19.16, 28.18, 13.48], [21.80, 30.13, 11.30], [22.88, 28.85, 11.72], [21.96, 23.01, 9.07], [22.66, 23.28, 7.76], [23.47, 24.61, 7.96], [22.29, 25.67, 8.81], [21.50, 26.44, 7.91], [23.09, 26.31, 9.77], [21.32, 24.34, 9.60], [22.66, 22.51, 9.69], [20.92, 22.51, 8.92], [21.97, 23.32, 6.94], [23.44, 22.47, 7.51], [23.80, 25.07, 7.20], [24.23, 24.68, 8.70], [20.38, 24.41, 9.18], [21.15, 24.48, 10.60]],
  "lowdin_charge": [0.3152, 0.1919, 0.0787, 0.0187, 0.0685, -0.6892, -0.2164, -0.2299, -0.2210, 0.6749, -0.3374, -0.3153, -0.2234, 0.1046, 0.0784, 0.0972, 0.1569, 0.0997, 0.1078, 0.0992, 0.1318, -0.2161, -0.1804, -0.2022, 0.6258, -0.3343, -0.3095, -0.2491, 0.1001, 0.1315, 0.1165, 0.0904, 0.0705, 0.1750, 0.0713, 0.0590, -0.2315, -0.2018, -0.2498, 0.6117, -0.3262, -0.3397, -0.2600, 0.1683, 0.1108, 0.1323, 0.1506, 0.0740, 0.0358, 0.1938, 0.0870, -0.1295, -0.2268, -0.2161, 0.7199, -0.3380, -0.3194, -0.2561, 0.1136, 0.1416, 0.1073, 0.0973, 0.1275, 0.0916, 0.0406, 0.1188, -0.1911, -0.2090, -0.2903, 0.6785, -0.3537, -0.3085, -0.2742, 0.1774, 0.0188, 0.0965, 0.1686, 0.1002, 0.1689, 0.1501, 0.1011, -0.1874, -0.1927, -0.1688, 0.6557, -0.3114, -0.3068, -0.1742, 0.0980, 0.1358, 0.0934, 0.1359, 0.0203, 0.0960, 0.0423, 0.0632],
  "relative_energy_kj_mol": 0.0,
  "total_charge": 0,
  "lumo_energy_ev": 0.396,
  "homo_energy_ev": -7.830,
  "max_force_ha_per_bohr": 0.1999,
  "spin_multiplicity": 1
}

***

2.
{
  "formula": "C2H5FNO",
  "method": "ωB97M-V/def2-TZVPD",
  "symbols": ["C", "C", "N", "O", "F", "H", "H", "H", "H", "H"],
  "positions_angstrom": [[0.88, -0.84, -0.41], [-0.11, 0.17, 0.56], [-0.39, 1.33, -0.04], [-0.91, 2.43, 0.52], [-1.71, -1.01, 0.30], [0.20, -1.19, -1.32], [1.04, -1.72, 0.23], [1.86, -0.42, -0.64], [0.02, 0.03, 1.69], [-0.87, 1.22, -0.88]],
  "lowdin_charge": [-0.0880, -0.1412, -0.2463, -0.3314, -0.5540, 0.0865, 0.0246, 0.0261, 0.1238, 0.1000],
  "relative_energy_kj_mol": 419.8,
  "total_charge": -1,
  "lumo_energy_ev": [4.377, 4.377],
  "homo_energy_ev": [-2.569, -2.568],
  "max_force_ha_per_bohr": 0.0729,
  "spin_multiplicity": 1
}

***

3.
{
  "formula": "C24H34FN3O5SiW",
  "method": "ωB97M-V/def2-TZVPD",
  "symbols": ["W", "O", "C", "C", "N", "C", "C", "O", "O", "C", "C", "O", "O", "H", "H", "H", "H", "H", "H", "H", "H", "H", "C", "N", "C", "C", "C", "C", "C", "C", "C", "C", "H", "H", "H", "H", "H", "H", "H", "H", "H", "H", "H", "H", "C", "Si", "C", "C", "N", "C", "C", "C", "C", "C", "C", "F", "H", "H", "H", "H", "H", "H", "H", "H", "H", "H", "H", "H", "H"],
  "positions_angstrom": [[0.06, -0.38, 0.54], [1.28, 1.48, -2.59], [0.37, 2.56, -2.73], [-1.07, 2.10, -2.81], [-1.53, 1.42, -1.61], [-2.26, 0.20, -1.92], [-1.27, -0.91, -2.25], [-1.38, -1.61, -3.23], [-0.28, -1.02, -1.39], [-2.22, 2.27, -0.67], [-2.21, 1.77, 0.76], [-2.79, 2.34, 1.65], [-1.55, 0.62, 0.98], [1.00, 0.76, -3.18], [0.53, 3.21, -1.87], [0.59, 3.14, -3.63], [-1.70, 2.97, -3.04], [-1.17, 1.42, -3.66], [-2.82, -0.11, -1.03], [-2.97, 0.31, -2.75], [-1.75, 3.25, -0.64], [-3.28, 2.44, -0.94], [2.47, -1.27, -1.27], [1.96, -1.58, 0.09], [3.06, -1.25, 1.02], [1.64, -3.05, 0.19], [0.24, -3.34, 0.66], [-0.16, -4.67, 0.82], [-1.43, -4.96, 1.30], [-2.30, -3.93, 1.63], [-1.90, -2.61, 1.47], [-0.63, -2.30, 0.99], [3.42, -1.80, -1.42], [2.64, -0.20, -1.35], [1.75, -1.58, -2.01], [3.94, -1.83, 0.75], [2.76, -1.47, 2.04], [3.28, -0.18, 0.95], [2.36, -3.49, 0.88], [1.81, -3.50, -0.79], [0.52, -5.47, 0.56], [-1.73, -5.99, 1.42], [-3.29, -4.16, 2.00], [-2.59, -1.82, 1.72], [1.44, 0.01, 5.37], [0.47, -0.66, 3.89], [-1.35, -0.61, 4.29], [1.11, -2.41, 3.79], [0.81, 0.25, 2.38], [0.86, 1.65, 2.45], [0.64, 2.45, 3.58], [0.69, 3.84, 3.52], [0.98, 4.51, 2.34], [1.19, 3.76, 1.19], [1.12, 2.39, 1.30], [1.26, 1.65, 0.13], [1.65, -0.84, 6.02], [0.90, 0.74, 5.97], [2.40, 0.45, 5.09], [-1.70, -1.59, 4.60], [-1.95, -0.29, 3.43], [-1.54, 0.09, 5.10], [0.81, -2.88, 4.73], [2.20, -2.42, 3.78], [0.73, -3.04, 2.99], [0.38, 1.99, 4.51], [0.49, 4.40, 4.42], [1.02, 5.58, 2.31], [1.41, 4.21, 0.23]],
  "lowdin_spin": [1.6603, 0.0009, 0.0002, 0.0006, 0.0083, 0.0008, 0.0067, 0.0186, 0.0344, 0.0019, 0.0107, 0.0111, 0.0531, 0.0000, 0.0000, 0.0000, 0.0003, 0.0000, 0.0003, 0.0001, -0.0001, 0.0008, 0.0067, 0.0116, 0.0035, 0.0107, 0.0341, -0.0057, 0.0370, -0.0049, 0.0351, 0.0048, 0.0004, 0.0015, 0.0001, -0.0001, 0.0004, 0.0006, 0.0016, 0.0014, -0.0010, 0.0025, -0.0010, 0.0008, 0.0024, 0.0066, 0.0002, -0.0003, 0.0039, 0.0068, -0.0015, 0.0006, -0.0014, 0.0010, 0.0013, 0.0313, 0.0002, 0.0001, 0.0000, 0.0000, 0.0001, 0.0000, -0.0001, 0.0000, -0.0002, -0.0001, 0.0001, -0.0001, 0.0001],
  "relative_energy_kj_mol": 55.9,
  "total_charge": 0,
  "lumo_energy_ev": [-0.304, 0.116],
  "homo_energy_ev": [-7.490, -8.290],
  "s_squared": 2.017,
  "max_force_ha_per_bohr": 0.0138,
  "spin_multiplicity": 3
}

***

4.
{
  "formula": "C20H22FN3O3S",
  "method": "ωB97M-V/def2-TZVPD",
  "symbols": ["C", "C", "N", "C", "O", "C", "C", "C", "O", "N", "C", "C", "C", "C", "F", "C", "C", "C", "O", "N", "C", "C", "C", "S", "C", "C", "C", "C", "H", "H", "H", "H", "H", "H", "H", "H", "H", "H", "H", "H", "H", "H", "H", "H", "H", "H", "H", "H", "H", "H"],
  "positions_angstrom": [[5.19, 3.23, -3.07], [5.01, 2.08, -2.09], [3.75, 1.40, -2.28], [2.74, 1.45, -1.39], [2.83, 1.98, -0.31], [1.46, 0.76, -1.87], [0.44, 0.62, -0.74], [-0.97, 0.48, -1.28], [-1.51, 1.19, -2.08], [-1.48, -0.67, -0.72], [-2.81, -1.12, -0.87], [-3.07, -2.48, -0.97], [-4.37, -2.93, -1.09], [-5.39, -2.00, -1.13], [-6.67, -2.42, -1.25], [-5.15, -0.64, -1.04], [-3.85, -0.20, -0.90], [-0.53, -1.30, 0.10], [-0.70, -2.34, 0.70], [0.61, -0.57, 0.05], [1.61, -0.68, 1.09], [1.34, 0.31, 2.24], [-0.09, 0.28, 2.65], [-1.17, 1.54, 2.14], [-2.51, 0.75, 2.87], [-2.14, -0.40, 3.47], [-0.76, -0.69, 3.35], [-0.14, -1.93, 3.90], [6.14, 3.72, -2.89], [5.18, 2.86, -4.10], [4.39, 3.95, -2.95], [5.82, 1.35, -2.20], [5.00, 2.45, -1.06], [3.58, 1.00, -3.20], [1.70, -0.23, -2.29], [1.02, 1.37, -2.66], [0.51, 1.53, -0.13], [-2.26, -3.19, -0.93], [-4.60, -3.98, -1.16], [-5.97, 0.06, -1.07], [-3.63, 0.85, -0.83], [2.59, -0.50, 0.66], [1.55, -1.71, 1.46], [1.99, 0.04, 3.08], [1.62, 1.31, 1.91], [-3.48, 1.20, 2.81], [-2.83, -1.05, 3.99], [0.91, -1.78, 4.14], [-0.21, -2.72, 3.14], [-0.67, -2.26, 4.78]],
  "lowdin_charge": [-0.0836, -0.2333, 0.0491, -0.4860, 0.0632, -0.0178, -0.1901, -0.3775, 0.1171, 0.1345, -0.1740, 0.0063, 0.0035, -0.2773, 0.0551, 0.0030, 0.0038, -0.4408, 0.1098, 0.0050, -0.1076, -0.1588, -0.4849, 1.0506, -0.4001, -0.1395, -0.3343, -0.0318, 0.0713, 0.0689, 0.0763, 0.1160, 0.1143, 0.1434, 0.1369, 0.1333, 0.1371, 0.1148, 0.1191, 0.1191, 0.1167, 0.1227, 0.1266, 0.1192, 0.0960, 0.0600, 0.1112, 0.0770, 0.0760, 0.0804],
  "relative_energy_kj_mol": 0.0,
  "total_charge": 0,
  "lumo_energy_ev": 0.558,
  "homo_energy_ev": -8.495,
  "max_force_ha_per_bohr": 0.0154,
  "spin_multiplicity": 1,
  "smiles": "CCNC(=O)C[C@H]1C(=O)N(c2ccc(F)cc2)C(=O)N1CCc1sccc1C"
}

***

5.
{
  "formula": "C4H5BrFN",
  "method": "ωB97M-V/def2-TZVPD",
  "symbols": ["C", "N", "C", "Br", "C", "C", "F", "H", "H", "H", "H", "H"],
  "positions_angstrom": [[-1.79, -2.10, -0.09], [-0.61, -1.83, 0.00], [-0.27, -0.07, 0.06], [-1.68, 1.10, 0.01], [0.98, 0.31, 0.07], [1.49, 1.73, 0.06], [1.94, -0.63, 0.09], [-1.96, -3.13, -0.16], [-2.71, -1.57, -0.04], [2.58, 1.81, -0.14], [0.97, 2.22, 1.02], [1.07, 2.17, -0.86]],
  "lowdin_charge": [-0.1660, 0.0696, -0.6116, 0.7975, -0.4652, -0.0572, 0.0542, 0.0531, 0.0396, 0.0877, 0.1299, 0.0683],
  "relative_energy_kj_mol": 123.7,
  "total_charge": 0,
  "lumo_energy_ev": 0.653,
  "homo_energy_ev": -9.194,
  "max_force_ha_per_bohr": 0.1313,
  "spin_multiplicity": 1,
  "smiles": "C=N/C(Br)=C(/C)F"
}

***

6.
{
  "formula": "C5H7NO3",
  "method": "ωB97M-V/def2-TZVPD",
  "symbols": ["O", "C", "C", "C", "O", "N", "C", "C", "H", "H", "H", "H", "H", "O", "H", "H"],
  "positions_angstrom": [[-1.17, 2.50, 0.72], [-0.56, 1.46, 0.64], [0.86, 1.20, 1.10], [1.20, -0.19, 0.59], [2.21, -0.80, 0.76], [0.05, -0.76, -0.08], [-1.08, -1.01, 0.84], [-1.06, 0.21, -0.01], [1.55, 1.95, 0.68], [0.95, 1.25, 2.20], [-1.72, -1.83, 0.54], [-0.89, -0.91, 1.91], [-1.72, 0.28, -0.88], [0.83, -1.25, -3.02], [0.01, -1.76, -2.82], [0.54, -0.35, -3.17]],
  "lowdin_charge": [0.1120, -0.3560, 0.0045, -0.4134, 0.1333, 0.0325, -0.0367, -0.1647, 0.1480, 0.1470, 0.1171, 0.1315, 0.1529, -0.0780, 0.0496, 0.0204],
  "relative_energy_kj_mol": 246.6,
  "total_charge": 0,
  "lumo_energy_ev": 0.441,
  "homo_energy_ev": -9.952,
  "max_force_ha_per_bohr": 0.0260,
  "spin_multiplicity": 1,
  "smiles": "O=C1CC(=O)N2C[C@@H]12.O"
}